1.
Computed, not measured: C42H63N9O9 in the gas phase at a distorted geometry, with wB97M-V/def2-TZVPD.

Each line ends with the Mulliken charge.
CARTESIAN COORDINATES (ANGSTROEM)
C1 -2.874 5.485 -7.487  -1.375
H1 -2.647 4.479 -7.833  0.343
H2 -3.898 5.501 -7.123  0.316
C2 -1.890 5.917 -6.406  -0.390
H3 -0.888 5.943 -6.836  0.328
H4 -2.131 6.930 -6.076  0.369
C3 -1.902 4.984 -5.189  0.459
C4 -3.134 5.234 -4.321  -1.421
H5 -3.201 4.519 -3.504  0.259
H6 -3.100 6.235 -3.897  0.375
H7 -4.037 5.142 -4.918  0.449
H8 -1.916 3.945 -5.540  0.221
C5 -0.619 5.195 -4.347  -0.188
N1 -0.679 4.514 -3.085  1.218
C6 -0.905 3.208 -2.832  -0.054
C7 -0.774 3.093 -1.458  -0.303
N2 -0.484 4.330 -0.981  -0.282
N3 -0.425 5.156 -1.948  -1.315
C8 -0.883 1.922 -0.607  0.143
C9 -1.001 2.072 0.771  -0.812
C10 -1.098 0.955 1.592  0.176
C11 -1.074 -0.321 1.030  0.528
C12 -0.936 -0.472 -0.341  -1.246
C13 -0.848 0.643 -1.161  0.457
H9 -0.748 0.515 -2.228  0.428
C14 -0.941 -1.847 -0.939  -0.142
O1 -1.968 -2.410 -1.267  -0.714
N4 0.277 -2.434 -1.055  0.233
C15 1.542 -1.781 -0.817  -0.870
H10 1.383 -0.826 -0.316  0.590
C16 2.267 -1.573 -2.155  -0.522
N5 2.398 -2.839 -2.837  0.183
C17 3.567 -3.520 -2.981  0.790
O2 3.619 -4.640 -3.433  -0.667
O3 4.615 -2.773 -2.594  -0.211
C18 5.964 -3.288 -2.720  1.465
C19 6.840 -2.149 -2.194  -1.743
H11 7.886 -2.435 -2.240  0.437
H12 6.580 -1.923 -1.163  0.386
H13 6.690 -1.255 -2.792  0.387
C20 6.289 -3.580 -4.184  -1.630
H14 7.329 -3.880 -4.274  0.463
H15 6.124 -2.691 -4.789  0.364
H16 5.656 -4.381 -4.555  0.375
C21 6.137 -4.538 -1.858  -1.654
H17 5.501 -5.337 -2.227  0.366
H18 7.172 -4.865 -1.893  0.468
H19 5.871 -4.321 -0.826  0.368
C22 1.140 -3.521 -3.057  -1.158
H20 1.354 -4.483 -3.523  0.522
C23 0.408 -3.712 -1.725  -0.848
H21 -0.595 -4.109 -1.889  0.602
H22 0.976 -4.395 -1.085  0.264
H23 0.524 -2.916 -3.731  0.319
H24 3.254 -1.143 -1.995  0.602
H25 1.675 -0.899 -2.785  -0.083
H26 2.152 -2.425 -0.172  0.307
H27 -1.168 -1.197 1.653  0.294
C24 -1.234 1.104 3.030  0.250
C25 -1.112 0.143 4.021  -0.414
N6 -1.377 0.807 5.164  0.912
N7 -1.641 2.087 4.898  -1.239
N8 -1.555 2.272 3.640  -0.359
C26 -1.452 0.282 6.496  0.219
C27 -0.126 -0.364 6.893  0.089
O4 0.597 -0.958 6.138  -0.564
O5 0.092 -0.226 8.195  -0.348
C28 1.265 -0.847 8.711  -0.707
H28 1.279 -0.630 9.775  0.245
H29 2.152 -0.440 8.223  0.315
H30 1.229 -1.924 8.537  0.313
H31 -1.675 1.118 7.164  0.525
C29 -2.541 -0.802 6.589  -0.564
H32 -2.276 -1.613 5.910  -0.124
C30 -3.931 -0.264 6.237  -0.589
C31 -4.891 -1.395 5.845  -0.791
H33 -5.904 -1.153 6.168  0.430
H34 -4.592 -2.318 6.340  0.326
C32 -4.946 -1.645 4.331  -1.037
N9 -3.645 -1.869 3.738  0.082
C33 -2.949 -3.012 3.935  0.036
O6 -3.319 -3.920 4.639  -0.656
O7 -1.781 -2.946 3.259  0.432
C34 -0.825 -4.032 3.336  1.682
C35 -1.448 -5.323 2.808  -1.837
H35 -2.263 -5.638 3.452  0.399
H36 -1.835 -5.162 1.804  0.373
H37 -0.696 -6.107 2.777  0.447
C36 -0.334 -4.194 4.776  -1.778
H38 0.090 -3.258 5.138  0.332
H39 -1.158 -4.487 5.420  0.362
H40 0.433 -4.962 4.815  0.499
C37 0.324 -3.590 2.428  -1.566
H41 1.091 -4.359 2.410  0.642
H42 0.763 -2.664 2.793  0.340
H43 -0.045 -3.430 1.418  0.018
H44 -3.259 -1.182 3.112  0.207
H45 -5.570 -2.526 4.150  0.336
H46 -5.391 -0.786 3.827  0.489
H47 -3.860 0.447 5.412  0.268
H48 -4.326 0.279 7.097  0.463
H49 -2.548 -1.205 7.603  0.648
H50 -0.848 -0.890 3.999  1.048
H51 -1.020 3.060 1.202  0.689
H52 -1.144 2.502 -3.596  0.656
H53 -0.503 6.260 -4.121  0.461
C38 0.617 4.744 -5.142  -0.009
O8 1.184 5.462 -5.923  -0.622
O9 0.919 3.491 -4.860  -0.038
C39 2.068 2.820 -5.449  1.682
C40 1.894 2.722 -6.962  -1.827
H54 1.906 3.712 -7.410  0.460
H55 0.949 2.238 -7.203  0.368
H56 2.705 2.136 -7.385  0.444
C41 3.349 3.565 -5.082  -1.793
H57 4.210 3.003 -5.432  0.481
H58 3.361 4.550 -5.541  0.440
H59 3.418 3.681 -4.002  0.369
C42 2.044 1.435 -4.802  -2.007
H60 2.094 1.534 -3.720  0.399
H61 2.890 0.847 -5.144  0.609
H62 1.126 0.915 -5.064  0.448
H63 -2.808 6.159 -8.338  0.407

Computed properties:
LUMO, hartree: 0.01439
Charge: 0
Total energy, a.u.: -2808.31143
Energy relative to the best compared isomer or geometry (same formula, charge and spin), kcal per mole: 0.0

2.
Computed, not measured: 3 unconnected molecules or ions with the total composition C46H38N2O7 at a distorted geometry, with wB97M-V/def2-TZVPD.

Each line ends with the Mulliken charge.
CARTESIAN COORDINATES (ANGSTROEM)
C1 2.637 -3.531 -0.775  -1.576
C2 2.204 -2.710 -1.961  0.947
C3 3.118 -2.028 -2.754  -1.186
C4 2.664 -1.262 -3.822  -0.817
C5 1.312 -1.140 -4.158  0.061
C6 0.979 -0.239 -5.330  0.371
C7 0.983 -1.008 -6.677  -1.595
C8 -0.271 0.628 -5.158  -1.531
C9 0.413 -1.852 -3.354  0.224
O1 -0.970 -1.807 -3.532  0.657
C10 -1.476 -2.643 -4.548  -0.939
C11 -2.991 -2.879 -4.315  0.432
C12 -3.257 -4.304 -4.498  -0.254
N1 -3.488 -5.412 -4.610  -0.512
C13 -3.488 -2.487 -2.907  -0.013
C14 -2.759 -3.240 -1.905  -0.133
N2 -2.149 -3.868 -1.175  -0.604
C15 -3.480 -0.981 -2.581  -0.772
C16 -4.001 -0.071 -3.689  -0.485
O2 -5.129 0.706 -3.190  -0.395
C17 -4.920 2.043 -3.385  0.199
O3 -5.423 2.640 -4.284  -0.477
C18 0.851 -2.609 -2.276  -0.583
H1 2.805 -4.572 -1.032  0.306
H2 1.876 -3.465 -0.003  0.373
H3 3.554 -3.127 -0.356  0.397
H4 4.174 -2.068 -2.536  0.422
H5 3.384 -0.728 -4.427  0.431
H6 1.807 0.461 -5.401  0.694
H7 0.240 -0.583 -7.346  0.415
H8 0.694 -2.042 -6.524  0.362
H9 1.962 -0.983 -7.135  0.361
H10 -0.121 1.324 -4.336  0.333
H11 -0.385 1.235 -6.054  0.524
H12 -1.185 0.065 -5.040  0.054
H13 -1.356 -2.160 -5.516  0.144
H14 -0.936 -3.588 -4.599  0.588
H15 -3.550 -2.389 -5.105  0.544
H16 -4.520 -2.830 -2.833  0.801
H17 -2.488 -0.695 -2.254  0.099
H18 -4.143 -0.839 -1.733  0.700
H19 -4.371 -0.601 -4.558  0.246
H20 -3.211 0.616 -3.977  0.374
H21 -4.286 2.546 -2.647  0.374
H22 0.130 -3.126 -1.663  0.464
O4 -0.448 1.524 -0.340  -0.694
C19 -0.544 2.546 0.307  0.522
C20 -1.873 3.177 0.541  0.118
C21 -3.009 2.565 0.030  -1.075
C22 -4.255 3.120 0.258  -0.542
C23 -4.378 4.290 1.002  -0.589
C24 -3.247 4.909 1.508  -0.755
C25 -1.991 4.359 1.274  0.838
C26 -0.782 5.047 1.808  0.369
O5 -0.877 6.099 2.405  -0.679
C27 0.546 4.404 1.597  0.393
C28 1.683 5.008 2.119  -0.475
C29 2.920 4.406 1.960  -0.478
C30 3.027 3.197 1.279  -0.670
C31 1.900 2.598 0.744  -0.792
C32 0.657 3.199 0.897  0.164
H23 -2.910 1.652 -0.542  0.860
H24 -5.138 2.637 -0.141  0.554
H25 -5.355 4.717 1.185  0.404
H26 -3.331 5.820 2.083  0.503
H27 1.598 5.945 2.653  0.488
H28 3.804 4.875 2.371  0.422
H29 3.994 2.724 1.165  0.455
H30 1.978 1.661 0.211  0.648
O6 4.357 0.517 6.395  -0.664
C33 3.411 -0.196 6.132  0.548
C34 2.210 0.350 5.438  0.297
C35 2.189 1.690 5.073  -0.917
C36 1.096 2.206 4.399  -0.366
C37 0.018 1.385 4.085  -0.466
C38 0.026 0.052 4.460  -0.868
C39 1.118 -0.469 5.141  0.326
C40 1.102 -1.902 5.551  0.574
O7 0.133 -2.600 5.339  -0.658
C41 2.312 -2.453 6.225  0.169
C42 2.334 -3.794 6.584  -0.541
C43 3.459 -4.329 7.188  -0.491
C44 4.568 -3.526 7.434  -0.467
C45 4.547 -2.186 7.087  -0.589
C46 3.419 -1.643 6.486  0.187
H31 3.033 2.321 5.315  0.483
H32 1.085 3.248 4.110  0.648
H33 -0.832 1.787 3.546  0.533
H34 -0.811 -0.590 4.223  0.496
H35 1.470 -4.413 6.387  0.479
H36 3.476 -5.375 7.465  0.403
H37 5.449 -3.948 7.899  0.400
H38 5.405 -1.556 7.280  0.470

Computed properties:
LUMO, hartree: -0.04795
Charge: 0
Total energy, a.u.: -2411.89117
Structure (SMILES): Cc1ccc(C(C)C)c(OC[C@@H](C#N)[C@@H](C#N)CCOC=O)c1.O=C1c2ccccc2C(=O)c2ccccc21.O=C1c2ccccc2C(=O)c2ccccc21

3.
Computed, not measured: 4 unconnected molecules or ions with the total composition C18H33ClN6 at a distorted geometry, with wB97M-V/def2-TZVPD.

Each line ends with the Mulliken charge.
CARTESIAN COORDINATES (ANGSTROEM)
C1 -19.601 1.842 -14.953  -0.848
C2 -19.312 2.760 -13.752  -0.613
N1 -19.023 2.026 -12.620  0.289
C3 -18.028 1.097 -12.482  -0.331
C4 -18.203 0.552 -11.207  -0.844
N2 -19.306 1.032 -10.595  0.163
C5 -19.872 1.945 -11.459  -0.185
C6 -19.917 0.429 -9.407  -0.827
H1 -20.489 1.270 -14.684  0.353
H2 -18.772 1.261 -15.357  0.377
H3 -19.954 2.341 -15.856  0.116
H4 -20.083 3.522 -13.641  0.399
H5 -18.435 3.355 -14.007  0.316
H6 -17.406 0.910 -13.345  0.569
H7 -17.638 -0.186 -10.657  0.570
H8 -20.841 2.422 -11.449  0.368
H9 -19.854 -0.649 -9.555  0.358
H10 -20.956 0.613 -9.134  0.344
H11 -19.299 0.696 -8.550  0.340
C7 -14.310 -0.768 -18.668  -0.960
C8 -14.525 0.545 -19.514  -0.488
N3 -15.565 1.323 -18.936  0.175
C9 -15.604 1.872 -17.658  -0.367
C10 -16.912 2.363 -17.427  -0.613
N4 -17.643 2.279 -18.654  0.167
C11 -16.836 1.555 -19.513  -0.233
C12 -18.997 2.654 -18.905  -0.697
H12 -15.168 -1.019 -18.045  0.327
H13 -13.709 -0.744 -17.759  0.226
H14 -14.020 -1.667 -19.212  0.380
H15 -14.933 0.263 -20.485  0.259
H16 -13.738 1.278 -19.691  0.411
H17 -14.739 1.724 -17.028  0.461
H18 -17.315 2.717 -16.489  0.618
H19 -17.101 1.327 -20.535  0.379
H20 -19.588 2.478 -18.006  0.173
H21 -19.543 2.065 -19.642  0.362
H22 -19.079 3.666 -19.301  0.321
C13 -13.025 1.185 -14.244  -1.117
C14 -12.259 0.643 -13.061  -0.437
N5 -13.027 -0.504 -12.456  0.196
C15 -12.870 -0.816 -11.179  -0.370
C16 -13.661 -1.899 -10.963  -0.373
N6 -14.323 -2.255 -12.164  0.205
C17 -13.834 -1.387 -13.148  -0.379
C18 -15.162 -3.440 -12.363  -0.771
H23 -12.864 0.580 -15.137  0.325
H24 -12.665 2.082 -14.747  0.474
H25 -14.107 1.096 -14.147  0.240
H26 -12.188 1.477 -12.362  0.357
H27 -11.230 0.360 -13.284  0.295
H28 -12.363 -0.285 -10.387  0.417
H29 -13.861 -2.454 -10.058  0.443
H30 -14.026 -1.446 -14.209  0.459
H31 -14.902 -3.870 -13.330  0.314
H32 -16.181 -3.082 -12.217  0.268
H33 -14.934 -4.125 -11.546  0.365
Cl1 -16.376 -0.822 -15.522  -0.725

Computed properties:
LUMO, hartree: -0.17897
Charge: +2
Total energy, a.u.: -1493.80683
Energy relative to the best compared isomer or geometry (same formula, charge and spin), kcal per mole: 70.9